(1)
Molecular formula: CH3F2OP
Method: DFT, wB97M-V/def2-TZVPD

Output
HOMO level (alpha / beta) in eV: -10.61 / -7.86
Maximum force in hartree/bohr: 0.09410
E in Ha: -656.13010
Relative energy (zero: lowest compared OMol25 entry of this formula, charge and spin) in eV: 4.696

```
! RIJCOSX wB97M-V def2-TZVPD def2/J DEFGRID3
* xyz 0 1
C 1.2217 -0.2171 0.0193
F -1.7230 -0.3856 -1.0458
H 1.0986 -1.3783 -0.3820
H 0.9377 0.6659 -0.5061
P -2.2195 0.0356 0.4474
H 2.3733 -0.2323 0.1064
F -2.3278 1.6039 0.1492
O 0.6390 -0.0922 1.2115
*
```

***

(2)
Molecular formula: CH3F2OPS
Method: DFT, wB97M-V/def2-TZVPD

Output
HOMO level in eV: -9.45
Maximum force in hartree/bohr: 0.09402
E in Ha: -1054.39101
Relative energy (zero: lowest compared OMol25 entry of this formula, charge and spin) in eV: 3.175

```
! RIJCOSX wB97M-V def2-TZVPD def2/J DEFGRID3
* xyz 0 1
H 1.3717 0.6102 -1.4118
P -1.8271 0.9496 -1.0384
H 1.5375 0.2507 0.4482
F -0.7812 2.1123 -0.5223
S -2.7308 0.6499 0.6478
F -2.2282 -2.7316 0.1423
C 0.9249 0.0536 -0.5243
O -0.2672 -0.3819 -0.4585
H -2.3805 -1.8852 0.4773
*
```

***

(3)
Molecular formula: CH3F2P
Method: DFT, wB97M-V/def2-TZVPD

Output
HOMO level (alpha / beta) in eV: -10.82 / -10.81
Maximum force in hartree/bohr: 0.06791
E in Ha: -580.84925
Relative energy (zero: lowest compared OMol25 entry of this formula, charge and spin) in eV: 2.604

```
! RIJCOSX wB97M-V def2-TZVPD def2/J DEFGRID3
* xyz 0 1
P -0.5807 -0.3047 1.1500
H 0.7710 -0.1912 1.5522
F 0.0318 1.8662 -0.4437
H -0.3210 -1.5449 0.5470
C 0.2037 0.5749 -0.2801
F -1.1122 -0.5089 -1.6390
H 1.0073 0.1086 -0.8863
*
```

***

(4)
Molecular formula: CH3F2P
Method: DFT, wB97M-V/def2-TZVPD

Output
HOMO level in eV: -9.88
Maximum force in hartree/bohr: 0.04132
E in Ha: -580.91626
Relative energy (zero: lowest compared OMol25 entry of this formula, charge and spin) in eV: 0.780
SMILES: [H]/P=C/F.F

```
! RIJCOSX wB97M-V def2-TZVPD def2/J DEFGRID3
* xyz 0 1
F -0.1605 -1.6387 -0.8276
P -1.6639 0.5567 -0.7671
H -1.1106 1.8285 -0.6025
F 1.4956 -0.6494 2.0657
H 0.8317 0.1939 -1.0486
H 0.8315 -0.0148 2.1549
C -0.2237 -0.2762 -0.9747
*
```

***

(5)
Molecular formula: CH3F3N2O
Method: DFT, wB97M-V/def2-TZVPD

Output
HOMO level (alpha / beta) in eV: -9.55 / -9.52
Maximum force in hartree/bohr: 0.07825
E in Ha: -523.92580
Relative energy (zero: lowest compared OMol25 entry of this formula, charge and spin) in eV: 6.253

```
! RIJCOSX wB97M-V def2-TZVPD def2/J DEFGRID3
* xyz 0 1
N -0.0487 0.9281 0.4138
F -1.8507 -0.7988 0.0430
F -2.4977 1.0320 0.8542
H 2.1269 -1.1668 -0.6065
H 0.4975 -1.4282 -1.1353
N -1.6302 0.0557 1.0322
F 0.1241 1.8192 1.4391
C 1.1517 -0.5952 -0.8403
O 0.9093 -0.0248 0.4529
H 1.2178 0.1786 -1.6531
*
```

***

(6)
Molecular formula: CH3FIN
Method: DFT, wB97M-V/def2-TZVPD

Output
HOMO level in eV: -9.68
Maximum force in hartree/bohr: 0.03973
E in Ha: -492.09737
Relative energy (zero: lowest compared OMol25 entry of this formula, charge and spin) in eV: 2.743

```
! RIJCOSX wB97M-V def2-TZVPD def2/J DEFGRID3
* xyz 0 1
H 1.7879 1.0959 -0.6854
I -3.1335 0.7492 0.1628
C -1.4765 -0.5943 0.4189
N 1.6894 0.2115 -0.2162
H 2.1860 0.3701 0.6140
H 0.7467 -0.0918 -0.0885
F -1.8000 -1.7406 -0.2057
*
```